Here is a cluster of 13 separate species, C50H72N6O12 in total from OMol25. Energies are from ωB97M-V/def2-TZVPD.

XYZ file:
```
140
Properties=species:S:1:pos:R:3:forces:R:3:lowdin_charge:R:1
O -6.246 -12.351 40.995 -0.17 1.17 0.18 0.148
O -4.266 -18.659 38.622 0.21 -2.11 -0.65 0.040
O -4.549 -21.098 41.957 0.09 0.40 -0.63 0.032
O -6.466 -18.869 46.235 0.51 -0.26 1.06 0.074
O -7.846 -25.031 42.831 -0.48 -0.80 1.24 0.022
O -8.030 -17.219 43.261 1.21 0.30 0.09 -0.036
O -7.641 -15.009 43.613 -2.83 -2.66 -1.03 0.087
O -6.414 -26.118 44.268 -0.98 2.35 -2.28 0.082
O -7.568 -23.887 48.653 -1.25 4.35 -1.25 0.001
O -5.814 -19.570 48.237 -0.27 -1.47 1.78 0.047
O -4.269 -19.795 36.752 -0.15 0.61 -1.37 0.055
O -5.258 -14.250 41.534 0.82 -0.81 0.26 0.047
N -1.684 -19.733 40.587 0.61 -0.72 -0.77 0.020
N -1.832 -24.687 42.158 -0.76 -1.46 -0.30 0.048
N -0.925 -21.928 44.438 0.05 -0.94 -0.85 0.032
N -11.130 -16.875 38.814 -0.23 -0.48 1.17 0.039
N -3.323 -16.387 43.387 -0.16 -1.01 1.20 0.043
N -11.208 -23.733 40.403 0.16 -0.31 -2.28 0.010
C -10.319 -17.432 43.622 0.10 0.98 -0.98 -0.106
C -10.335 -22.889 39.736 0.16 0.24 0.72 -0.116
C -11.246 -23.441 41.700 -0.08 0.48 1.47 -0.148
C -6.170 -13.526 40.872 -0.01 0.62 0.68 -0.530
C -1.700 -26.016 41.760 1.03 0.93 -0.52 -0.113
C -4.125 -21.151 38.683 0.28 0.44 -0.36 -0.077
C -9.798 -22.042 40.688 -0.37 -0.58 -0.45 -0.151
C -9.458 -17.864 39.833 4.49 1.39 -0.53 -0.153
C -0.866 -20.770 41.001 1.55 1.13 -0.22 -0.112
C -9.032 -18.238 43.331 -0.84 0.64 0.30 -0.151
C -5.299 -15.579 41.008 0.73 -1.37 0.21 -0.190
C -4.447 -17.770 48.974 0.70 -0.06 -0.83 -0.139
C -6.965 -14.409 40.007 -1.72 0.85 -1.45 -0.104
C -0.121 -22.826 45.044 1.33 0.00 1.20 -0.143
C -8.466 -15.915 43.384 2.75 0.73 1.01 -0.415
C -7.858 -24.600 41.482 1.16 0.86 -0.28 -0.172
C -4.263 -17.226 44.001 -0.26 0.99 -1.20 -0.118
C -8.016 -22.641 46.631 0.31 0.36 1.94 -0.008
C -2.087 -26.077 40.439 -0.84 -1.45 1.23 -0.126
C -2.330 -18.302 43.894 0.85 -0.64 -0.17 -0.128
C -10.546 -18.592 40.070 -2.07 -2.54 2.39 -0.158
C -8.468 -21.656 49.046 0.48 -0.69 0.32 -0.025
C -2.109 -17.050 43.398 -0.59 0.26 -0.70 -0.122
C 0.005 -19.882 39.099 -1.36 1.33 0.35 -0.114
C -5.991 -15.466 39.698 0.66 -1.10 -0.91 -0.162
C -9.768 -16.817 39.032 -0.51 1.24 -0.91 -0.116
C -11.597 -17.936 39.573 -2.01 0.57 -1.37 -0.124
C -2.758 -24.889 40.159 -0.33 0.99 -1.02 -0.144
C -1.210 -19.233 39.415 1.26 0.00 -0.94 -0.141
C -5.768 -18.763 47.232 -0.16 1.69 -3.06 -0.513
C -6.471 -24.870 40.970 1.45 -0.14 -1.18 -0.163
C -7.948 -22.760 48.180 1.02 -4.35 -0.22 -0.422
C -6.197 -19.482 41.245 0.45 -0.01 -0.45 0.002
C -2.177 -23.590 45.170 -1.82 -1.21 -0.21 -0.141
C -0.876 -23.854 45.534 1.68 -0.23 0.58 -0.117
C -10.389 -22.394 41.931 0.11 0.37 0.28 -0.115
C -4.756 -17.662 47.482 -0.85 0.72 0.50 -0.072
C -3.687 -18.431 44.249 -0.13 0.02 0.17 -0.127
C -4.291 -21.095 36.233 0.95 -1.87 0.68 -0.120
C -5.599 -25.082 42.181 -0.06 -0.06 0.48 -0.081
C 0.266 -20.763 40.133 -1.39 -1.00 1.10 -0.110
C -5.650 -20.606 42.104 -0.31 -0.01 1.18 -0.445
C -2.184 -22.513 44.350 -0.30 2.75 0.36 -0.148
C -3.910 -22.024 37.475 -0.32 -0.42 -1.30 -0.127
C -9.947 -15.969 43.209 -0.14 -0.12 0.87 -0.065
C -6.617 -25.431 43.259 0.97 -2.42 1.22 -0.419
C -6.497 -21.158 43.256 0.58 -0.38 -0.47 0.005
C -4.208 -19.756 38.048 -0.54 2.36 3.19 -0.469
C -4.823 -19.225 49.219 0.44 -0.09 1.30 -0.127
C -2.563 -24.022 41.199 0.44 0.07 0.66 -0.150
H -12.644 -18.137 39.747 0.00 0.08 -0.48 0.113
H -6.705 -20.429 44.039 -0.32 0.22 -0.23 0.064
H -3.266 -21.222 39.350 -0.18 0.29 0.11 0.101
H -5.911 -21.957 43.711 0.09 0.04 0.06 0.076
H -2.532 -19.396 41.021 0.04 -0.34 0.10 0.131
H -9.021 -21.325 40.469 -0.16 0.13 0.16 0.082
H -9.171 -16.034 38.588 0.01 -0.14 0.07 0.106
H -7.076 -19.796 40.683 -0.17 -0.28 0.10 0.069
H -3.009 -24.188 45.511 -0.21 0.04 -0.49 0.114
H -5.459 -19.166 40.508 0.14 -0.12 0.02 0.057
H -0.564 -21.072 44.041 -0.44 -0.26 -0.22 0.121
H -4.307 -15.992 40.826 0.22 0.32 0.48 0.127
H -3.865 -17.759 46.861 -0.28 0.02 -0.16 0.116
H -10.233 -21.921 42.889 0.08 -0.08 -0.04 0.093
H -4.998 -17.062 49.593 -0.24 -0.21 -0.12 0.116
H -7.382 -21.653 42.855 -0.43 0.36 0.11 0.068
H -7.871 -20.760 48.873 -0.16 0.08 0.09 0.064
H -5.026 -24.201 42.469 -0.04 0.07 0.09 0.108
H -5.225 -19.352 50.224 -0.37 -0.20 -0.21 0.126
H -3.391 -17.523 49.079 0.00 -0.40 0.52 0.117
H -7.288 -13.824 39.145 -0.05 -0.03 -0.03 0.135
H -1.046 -21.238 41.958 0.04 -0.16 -0.30 0.069
H -1.728 -18.464 38.861 -0.06 -0.06 0.23 0.100
H -11.738 -16.199 38.373 0.43 -0.08 0.06 0.148
H -9.090 -22.598 46.450 -0.02 -0.41 -0.54 0.082
H -5.246 -15.101 38.992 -0.11 0.16 -0.27 0.135
H -11.204 -17.687 43.038 0.10 -0.56 0.25 0.106
H -3.520 -15.471 43.008 0.10 -0.10 0.29 0.130
H -11.905 -23.964 42.376 0.14 0.02 -0.05 0.119
H -5.010 -21.409 39.266 -0.10 0.34 -0.09 0.114
H -5.271 -21.333 35.821 -0.08 0.13 0.14 0.121
H -0.504 -24.691 46.106 -0.07 0.12 0.00 0.103
H -8.349 -22.051 50.055 -0.09 0.46 0.16 0.084
H -1.304 -26.817 42.366 0.24 0.40 0.16 0.103
H -6.361 -25.758 40.348 -0.47 -0.10 -0.06 0.118
H -7.880 -14.706 40.520 0.08 -0.31 0.24 0.125
H -4.893 -25.892 41.996 0.02 0.06 0.46 0.123
H -3.384 -24.765 39.288 0.23 0.44 -0.10 0.086
H -4.521 -22.926 37.456 -0.07 0.06 0.08 0.103
H -3.555 -21.146 35.430 -0.05 -0.06 0.05 0.123
H -2.875 -22.365 37.482 0.02 0.18 -0.47 0.114
H -6.302 -16.437 39.313 -0.38 0.09 0.12 0.119
H -4.220 -19.300 44.605 0.17 0.05 0.18 0.093
H -11.761 -24.457 39.966 0.17 0.22 0.06 0.154
H -5.824 -16.271 41.666 -0.09 0.27 0.42 0.103
H -7.467 -23.505 46.257 -0.47 0.11 -0.38 0.079
H -10.563 -19.473 40.694 -0.31 0.02 -0.08 0.088
H -9.523 -21.464 48.852 0.04 0.08 -0.15 0.088
H -8.585 -25.108 40.848 -0.43 0.18 0.60 0.130
H -1.696 -24.344 43.098 0.00 -0.05 -0.07 0.085
H -8.828 -18.925 44.152 0.36 0.23 0.13 0.115
H 1.189 -21.323 40.121 -0.33 -0.44 0.58 0.090
H -6.489 -18.585 41.791 -0.01 -0.20 0.52 0.064
H -2.131 -26.984 39.853 0.10 0.06 -0.02 0.091
H -6.081 -24.055 40.360 -0.16 0.13 -0.08 0.107
H -10.524 -17.443 44.692 -0.16 -0.09 -0.12 0.114
H -7.951 -23.514 41.491 -0.76 -0.23 -0.09 0.088
H 0.706 -19.725 38.292 -0.40 0.30 -0.15 0.090
H -1.578 -19.077 43.922 0.00 0.08 0.13 0.073
H -9.019 -18.844 42.425 -0.14 0.37 -0.21 0.090
H 0.929 -22.652 45.227 -0.05 0.15 -0.24 0.113
H -10.125 -22.902 38.677 -0.27 -0.33 0.11 0.109
H -4.002 -19.937 49.136 0.11 0.14 -0.26 0.132
H -7.608 -21.691 46.285 0.15 0.03 0.00 0.056
H -5.286 -16.725 47.306 0.34 0.05 -0.59 0.133
H -8.482 -18.079 40.243 0.17 0.09 -0.31 0.084
H -10.107 -15.726 42.158 -0.39 -0.17 -0.08 0.121
H -2.857 -23.004 41.408 -0.14 -0.04 -0.30 0.081
H -1.215 -16.657 42.935 -0.15 0.16 0.13 0.111
H -5.297 -16.940 44.124 0.06 0.19 -0.05 0.107
H -10.457 -15.256 43.857 0.10 0.19 -0.30 0.127
H -2.956 -21.948 43.849 -0.24 -0.22 0.11 0.096
```
Forces are in eV/Å.

Summary:
HOMO-LUMO gap = 8.00 eV
Molar mass = 949.16 g mol⁻¹


Here is a structure of composition C13H21MnN6OS from OMol25. Energies are from ωB97M-V/def2-TZVPD.

XYZ file:
```
43
Properties=species:S:1:pos:R:3:forces:R:3:lowdin_charge:R:1
Mn 0.083 -0.469 -0.805 -0.01 -0.27 -0.04 0.845
S 0.378 -2.687 -0.882 0.05 0.12 0.02 0.765
O -1.014 -0.464 0.669 -0.44 0.26 0.23 -0.191
N 2.083 -3.842 -2.552 -0.02 -0.04 0.06 0.138
N 2.002 -1.579 -2.764 -0.14 0.00 0.17 0.027
N -0.053 1.494 -1.355 -0.04 -0.12 0.10 0.002
N 1.366 -0.468 -2.287 0.30 -0.02 -0.24 -0.106
N -2.364 -0.768 2.440 -0.19 -0.04 0.09 -0.093
N -0.035 -0.685 2.703 0.22 -0.10 0.09 -0.101
C 1.210 -0.181 2.130 -0.07 0.03 0.13 -0.024
C 2.812 0.889 -3.730 -0.03 0.11 -0.04 0.015
C 0.005 4.035 -2.397 0.02 -0.01 -0.01 0.022
C -2.715 -0.444 3.831 0.08 -0.07 -0.07 0.000
C 0.920 3.077 -2.835 0.02 0.28 -0.07 0.041
C 0.141 -1.549 3.881 -0.04 0.11 0.00 0.001
C -0.929 2.409 -0.933 0.06 -0.06 0.06 -0.063
C 1.705 0.690 -2.762 -0.06 0.12 -0.03 -0.206
C 0.859 1.813 -2.302 0.06 -0.19 -0.03 -0.194
C -3.510 -1.009 1.553 0.04 -0.02 0.12 0.007
C 1.588 -2.669 -2.180 0.06 0.02 -0.06 -0.756
C -1.140 -0.659 1.951 0.09 0.04 -0.24 -0.426
C -0.934 3.697 -1.438 0.02 0.09 -0.04 0.003
H -4.071 -0.087 1.405 0.00 0.03 -0.01 0.107
H -3.181 -1.394 0.598 0.05 -0.04 -0.06 0.089
H -1.633 2.094 -0.173 0.02 -0.04 -0.01 0.126
H 3.409 1.753 -3.432 -0.01 -0.04 -0.03 0.107
H -4.162 -1.744 2.022 0.01 0.00 0.03 0.110
H 0.968 -2.232 3.685 0.01 0.02 -0.01 0.108
H 0.027 5.034 -2.813 0.01 -0.01 0.00 0.137
H 1.658 3.316 -3.587 -0.04 0.02 0.01 0.133
H 1.937 -0.072 2.931 -0.01 0.01 0.02 0.112
H 1.779 -4.701 -2.128 0.00 -0.02 -0.01 0.113
H -1.661 4.413 -1.082 0.03 -0.02 -0.02 0.131
H 3.435 0.004 -3.786 0.02 -0.02 0.02 0.085
H 2.413 1.090 -4.729 -0.03 -0.01 0.04 0.121
H -3.673 0.070 3.813 0.00 0.04 -0.02 0.104
H 1.633 -0.877 1.402 0.08 -0.12 -0.08 0.076
H 1.067 0.803 1.689 -0.04 0.06 -0.05 0.096
H 0.373 -0.957 4.764 -0.02 0.02 0.01 0.108
H -2.824 -1.335 4.445 0.02 -0.07 0.00 0.102
H 2.765 -3.881 -3.294 0.01 0.00 -0.01 0.135
H -1.975 0.221 4.267 0.08 -0.03 0.00 0.103
H -0.741 -2.146 4.066 -0.16 -0.02 -0.03 0.090
```
Forces are in eV/Å.

Summary:
Charge = +2
HOMO-LUMO gap (alpha / beta) = 6.99 / 7.40 eV
Multiplicity = 5
Molar mass = 364.36 g mol⁻¹


Here is the molecule C4H9N3O from OMol25. Energies are from ωB97M-V/def2-TZVPD.

XYZ file:
```
17
Properties=species:S:1:pos:R:3:forces:R:3:lowdin_charge:R:1
O 1.332 -1.457 -0.169 0.11 -0.42 0.25 -0.037
N -1.054 -2.398 0.061 -1.00 -1.50 -0.03 -0.065
N -1.543 -1.159 -0.473 1.64 2.02 0.85 0.018
N 0.547 -0.430 0.418 0.31 -0.92 0.04 -0.125
C -0.675 -0.219 -0.160 -1.00 -0.65 -0.42 -0.336
C 1.317 0.786 0.540 -1.54 1.02 1.28 -0.152
C -0.810 1.283 -0.352 -0.88 -0.36 0.61 -0.098
C 0.645 1.855 -0.286 -2.07 0.38 -1.01 -0.141
H 2.256 0.590 0.174 2.45 -0.42 -0.31 0.094
H 0.565 2.898 0.080 0.52 -0.76 0.34 0.115
H 0.817 -2.295 0.003 -0.02 0.97 -0.13 0.083
H -1.474 1.727 0.436 0.64 -0.41 -0.52 0.128
H -1.303 -2.447 1.061 0.12 0.24 -0.44 0.097
H 1.094 1.939 -1.274 -0.11 -0.22 -0.14 0.108
H -1.369 1.339 -1.262 -0.14 0.73 -0.82 0.100
H 1.286 1.121 1.576 0.56 -0.24 0.19 0.124
H -1.630 -3.133 -0.375 0.41 0.53 0.25 0.088
```
Forces are in eV/Å.

Summary:
Relative energy (zero: lowest compared OMol25 entry of this formula, charge and spin) = 86.0 kcal per mole
HOMO-LUMO gap = 9.22 eV
SMILES = N/N=C1/CCCN1O
Molar mass = 115.14 g mol⁻¹


Here is the molecule C3H4FNO from OMol25. Energies are from ωB97M-V/def2-TZVPD.

XYZ file:
```
10
Properties=species:S:1:pos:R:3:forces:R:3:lowdin_charge:R:1
F 1.928 0.188 -0.012 -1.16 0.24 -0.70 -0.047
O -1.472 -0.563 0.822 -0.32 -0.40 0.12 -0.029
N -0.333 0.680 -2.637 1.09 -0.20 3.14 0.159
C 0.068 0.587 -1.535 -0.71 -0.60 -1.76 -0.117
C -0.081 -0.625 0.823 0.52 1.63 -0.14 -0.218
C 0.518 0.463 -0.092 1.96 0.51 -0.20 -0.252
H 0.468 1.494 0.292 -0.50 -0.44 0.19 0.153
H 0.435 -1.558 0.568 -0.64 -0.19 -0.15 0.132
H -1.789 -0.344 -0.058 -0.12 -0.21 -0.17 0.082
H 0.259 -0.323 1.829 -0.13 -0.33 -0.32 0.136
```
Forces are in eV/Å.

Summary:
Relative energy (zero: lowest compared OMol25 entry of this formula, charge and spin) = 24.8 kcal per mole
HOMO-LUMO gap = 12.09 eV
SMILES = N#C[C@H](F)CO
Molar mass = 89.07 g mol⁻¹


Here is a structure of composition C10H12AlClCsF4LiN2O10S from OMol25. Energies are from ωB97M-V/def2-TZVPD.

XYZ file:
```
43
Properties=species:S:1:pos:R:3:forces:R:3:lowdin_charge:R:1
Cs -2.170 2.228 1.205 0.43 3.90 1.58 1.295
Cl -1.046 0.512 -2.706 0.80 0.46 0.54 0.860
S -4.244 7.244 3.303 -0.04 0.33 0.04 0.537
Al -2.222 -4.452 -0.476 -0.42 -0.41 1.27 1.155
F -2.616 9.301 3.535 -0.12 -0.49 0.13 0.156
F -4.618 9.824 2.955 -0.19 -0.47 0.12 0.165
F -3.285 8.932 1.521 -0.13 -0.49 0.11 0.146
F -2.348 -4.274 2.194 2.37 -1.28 -0.54 -0.661
O 0.496 -4.968 -2.012 -0.37 0.03 0.08 -0.115
O 1.125 2.407 -1.187 0.51 3.74 0.08 0.230
O -4.615 7.360 4.695 0.01 -0.05 0.03 -0.131
O -3.115 6.360 3.087 0.12 -0.20 -0.12 -0.197
O 1.969 -1.079 1.032 1.12 -2.23 3.32 0.239
O 4.022 -2.405 -1.652 -0.16 0.08 0.12 -0.012
O 2.269 0.595 -0.427 -0.59 0.23 0.85 0.186
O -5.366 6.947 2.439 0.01 -0.08 -0.07 -0.151
O -2.681 -2.499 0.893 -0.32 -1.54 -0.21 0.023
O -1.667 -1.978 -1.028 0.38 -0.33 -0.24 -0.135
N 5.115 -1.351 0.031 -0.09 0.01 0.02 0.167
N 6.290 -2.263 -1.721 -0.18 -0.10 -0.12 0.168
C -2.880 -0.251 0.304 0.33 -0.74 -1.25 -0.187
C 1.102 -5.594 -2.994 1.82 -0.03 -0.40 -0.197
C 5.082 -2.032 -1.149 0.14 0.01 -0.02 -0.675
C -2.382 -1.691 0.091 -1.15 3.23 0.03 -0.553
C 0.440 -0.791 -0.820 -0.30 -1.80 0.32 -0.099
C 1.271 1.274 -1.050 -1.27 -2.19 -1.78 -0.461
C -3.660 8.917 2.803 0.40 1.28 -0.32 -0.673
C -0.246 -2.138 -0.745 0.37 0.91 1.09 -0.092
C 0.196 0.287 -1.547 0.71 -0.71 0.42 -0.485
C 1.621 -0.537 0.087 -0.93 1.81 -4.19 -0.402
Li -0.451 -4.362 2.425 -1.52 -0.20 0.43 0.797
H -2.027 0.434 0.033 -1.35 -2.17 -0.62 -0.138
H 0.223 -2.922 -1.353 -0.39 0.32 -0.31 0.118
H 4.234 -1.169 0.470 0.07 0.02 0.16 0.064
H -3.771 -0.067 -0.356 0.95 -0.06 0.31 0.139
H 5.958 -1.030 0.470 0.01 -0.01 -0.03 0.108
H 0.452 -6.261 -3.628 -0.40 0.01 0.05 0.174
H -3.234 -0.079 1.355 0.44 -0.89 -0.97 0.052
H 7.158 -1.962 -1.318 0.00 0.00 -0.01 0.106
H 1.913 -6.292 -2.709 -0.50 -0.36 0.58 0.118
H 1.570 -4.954 -3.772 -0.73 0.47 -0.11 0.124
H 6.301 -2.762 -2.591 0.05 0.02 0.01 0.112
H -0.163 -2.458 0.313 0.12 -0.05 -0.39 0.127
```
Forces are in eV/Å.

Summary:
Charge = +2
HOMO-LUMO gap = 1.01 eV
Molar mass = 630.55 g mol⁻¹


Here is the molecule C4H6N2O2 from OMol25. Energies are from ωB97M-V/def2-TZVPD.

XYZ file:
```
14
Properties=species:S:1:pos:R:3:forces:R:3:lowdin_charge:R:1
O -0.051 -0.408 -2.429 -0.16 -0.32 1.29 0.084
O -1.877 0.699 -2.347 -2.59 1.47 -1.26 0.140
N 2.380 0.906 1.373 -3.45 2.38 -1.35 0.043
N 1.107 -0.794 0.310 -1.87 -0.02 1.41 0.009
C 2.217 -0.286 0.919 1.50 1.42 -0.21 -0.352
C -0.967 0.361 -0.179 -0.04 -3.49 0.41 0.028
C -0.107 -0.264 0.774 -0.57 3.71 -3.50 -0.109
C -0.906 0.120 -1.749 3.35 -0.81 2.08 -0.563
H -0.087 0.189 1.782 -0.25 -1.00 -0.21 0.113
H -2.031 0.537 0.114 1.07 0.39 0.21 0.096
H -2.369 1.190 -1.688 -0.60 0.32 -0.03 0.101
H 3.146 -0.845 0.943 -0.26 -0.73 0.04 0.110
H 1.456 1.694 1.046 3.20 -3.40 1.35 0.159
H 1.019 -1.563 -0.333 0.68 0.09 -0.22 0.141
```
Forces are in eV/Å.

Summary:
Relative energy (zero: lowest compared OMol25 entry of this formula, charge and spin) = 74.1 kcal per mole
HOMO-LUMO gap = 9.04 eV
SMILES = [H]/N=C\N/C=C\C(=O)O
Molar mass = 114.10 g mol⁻¹


Here is the molecule CH4N2S from OMol25. Energies are from ωB97M-V/def2-TZVPD.

XYZ file:
```
8
Properties=species:S:1:pos:R:3:forces:R:3:lowdin_charge:R:1
S 1.032 -0.963 1.122 -1.04 1.31 -0.33 0.733
N -0.020 0.018 -0.132 1.43 -1.09 1.57 -0.557
N 0.255 -0.510 -1.306 0.38 0.49 2.21 -0.042
C -0.706 0.940 0.569 1.85 -2.66 -2.12 -0.043
H -0.482 -0.522 -1.956 -1.61 0.84 -0.84 0.013
H -0.326 1.058 1.558 -0.50 0.34 0.44 0.022
H -1.444 1.446 0.036 -1.04 1.12 -0.39 0.048
H 1.690 -1.467 0.108 0.52 -0.36 -0.54 -0.173
```
Forces are in eV/Å.

Summary:
Relative energy (zero: lowest compared OMol25 entry of this formula, charge and spin) = 99.9 kcal per mole
HOMO-LUMO gap = 8.36 eV
Molar mass = 76.12 g mol⁻¹